16
Properties=species:S:1:pos:R:3:lowdin_spin:R:1 method="wB97M-V/def2-TZVPD" spin_multiplicity=3 relative_energy_kj_mol=295.9 total_charge=+1
C 0.58 -1.52 0.86 0.68
C 0.46 -0.08 -0.88 0.05
C -0.57 0.37 0.26 0.03
N 1.11 -1.26 -0.23 0.79
N -0.28 -0.56 1.35 0.30
N -0.17 -0.39 -2.06 0.05
N -0.08 1.76 0.70 0.02
H 0.77 -2.38 1.48 0.04
H 1.39 0.41 -1.13 0.02
H -1.58 0.25 -0.11 0.00
H -1.14 -0.85 1.95 0.02
H 0.43 -0.69 -2.80 0.00
H -0.75 -1.17 -1.98 0.00
H 0.00 2.34 -0.06 0.00
H 0.61 1.45 1.33 0.00
H -0.79 2.32 1.32 0.00